Density functional theory data (the ωB97M-V functional and the def2-TZVPD basis) for a 6-piece molecular cluster, C4H20O6 overall at a distorted geometry.

```
30
Properties=species:S:1:pos:R:3:lowdin_charge:R:1
C 3.99 3.34 -3.83 -0.1034
C 4.89 2.15 -4.07 -0.3543
O 4.79 1.26 -3.01 -0.0664
H 4.26 3.98 -3.00 0.0753
H 2.99 3.00 -3.56 0.0691
H 3.83 3.88 -4.77 0.0730
H 5.94 2.45 -4.10 0.1168
H 4.54 1.77 -5.03 0.1065
H 3.87 1.03 -2.87 0.0835
C -2.84 -0.03 4.88 -0.0669
C -3.74 1.26 4.93 -0.3795
O -3.11 2.42 4.66 -0.0542
H -1.86 0.21 5.30 0.0604
H -2.55 -0.10 3.83 0.0667
H -3.19 -0.88 5.47 0.0725
H -4.10 1.28 5.96 0.0982
H -4.60 1.12 4.28 0.1069
H -3.72 3.16 4.62 0.0960
O -0.64 -6.00 -2.63 -0.0540
H -0.39 -6.62 -1.95 0.0276
H -0.83 -6.54 -3.40 0.0287
O -4.62 -0.96 -1.33 -0.0551
H -4.53 -0.03 -1.55 0.0275
H -3.75 -1.33 -1.49 0.0175
O 2.06 -1.50 1.80 -0.0529
H 2.11 -0.66 2.24 0.0297
H 2.46 -2.12 2.42 0.0292
O -0.64 -1.57 -1.45 -0.0503
H -0.54 -2.50 -1.67 0.0285
H -0.07 -1.44 -0.69 0.0234
```

The SMILES is CCO.CCO.O.O.O.O. Its multiplicity is 1. For the max |F|, the calculation gives 3.82 eV Å⁻¹. The energy above the lowest of the compared OMol25 structures with the same formula, charge and spin comes out at 29.8 kcal per mole. As for the orbital gap: 10.560 eV. For the calculated total energy, the calculation gives -615.77008 Eh.